[1]
76
Properties=species:S:1:pos:R:3:forces:R:3 method="wB97M-V/def2-TZVPD" charge=+4 fmax_ev_per_a=8.98 lumo_energy_ev="-14.511 / -14.720" orbital_gap_ev="2.85 / 2.64" relative_energy_kcal_mol=69.7
Pb -0.51714 -0.58512 1.35222 -1.73 0.87 0.28
Br -1.47396 0.80902 3.64160 -1.19 1.72 0.81
P -4.47629 4.28807 1.06596 2.82 -3.06 -0.83
P 1.43033 0.96628 1.50676 1.40 0.25 0.18
N -0.99772 -1.53028 3.41347 -0.74 -2.25 4.07
N 3.84392 -6.59760 -7.35866 -0.06 -0.20 -0.05
C 3.89917 -4.73675 -5.82285 0.00 -0.20 -1.14
C 1.00296 -1.47632 -2.47579 -0.18 0.77 -0.21
C -1.34998 -1.87280 4.50863 2.71 2.23 -8.27
C -5.06253 2.65090 0.37579 -1.49 0.33 0.18
C 2.40298 -4.71913 -3.75670 0.77 -1.69 -1.04
C -6.34683 2.76769 -0.47336 0.13 -0.16 -0.19
C 2.91591 -7.18234 -6.60243 -0.38 0.81 1.03
C -4.14847 3.86921 3.88433 0.03 -0.25 0.08
C 1.85480 -3.48108 -3.65931 -0.56 1.86 0.55
C -1.71972 -2.29583 5.69734 -1.83 -2.04 5.60
C 2.42658 -6.59258 -5.41404 0.42 -0.82 -0.43
C 0.50069 -0.82555 -1.37184 -0.31 -0.54 -1.51
C 3.16755 -1.37548 1.39030 0.44 0.34 0.18
C 4.32968 -5.41729 -6.99443 -0.50 0.76 1.41
C 1.13050 -3.56098 -1.23383 -0.05 -0.18 0.90
C -3.14009 4.63574 -0.19973 -0.67 1.41 -0.48
C 1.33591 -2.86401 -2.45630 0.38 -0.54 -0.61
C 3.18780 1.42360 3.69579 0.37 0.05 -0.09
C 0.32805 -1.59183 -0.22396 0.98 -0.16 -0.12
C 2.81954 0.02120 0.81542 0.23 -0.26 -0.20
C 1.11695 2.43959 0.48838 -0.18 0.59 -0.30
C 2.91873 -5.33794 -5.01055 -0.13 0.55 0.49
C 1.93707 2.59994 -0.81136 0.09 0.08 0.02
C 0.62059 -2.91663 -0.10784 0.06 -2.52 -1.66
C -3.47053 3.66595 2.51141 -0.37 0.98 0.85
C -2.78222 6.12787 -0.35479 0.22 -0.11 -0.05
C 1.73324 1.45635 3.21478 -0.15 -0.08 0.91
H 5.08534 -4.96091 -7.62634 -0.05 -0.14 0.03
H -3.32305 2.59592 2.33412 -0.17 0.08 -0.35
H -1.42616 -3.36607 5.83143 -0.10 0.49 -0.11
H 2.48041 -5.35529 -2.87613 -0.31 -0.07 -0.10
H -3.67345 6.75483 -0.30854 0.11 0.01 -0.11
H 2.53457 -8.14714 -6.92167 0.06 0.11 -0.04
H 0.25641 0.23370 -1.41538 -0.06 -0.12 -0.07
H -5.20762 1.94454 1.20207 -0.07 0.37 0.03
H 2.10695 1.65215 -1.32676 -0.04 0.17 -0.01
H 1.40843 3.26439 -1.50344 0.10 -0.12 0.20
H -2.09160 6.45460 0.42447 -0.12 0.02 0.01
H -2.82299 -2.25439 5.86163 0.54 0.02 -0.27
H 3.59025 -2.03096 0.60976 -0.21 0.41 0.28
H 3.64777 0.70562 0.96175 0.45 0.13 -0.15
H -4.70249 4.80837 3.93142 0.15 -0.06 0.09
H -3.52527 4.24625 -1.14993 -0.10 0.10 0.20
H -2.48080 4.14151 2.49134 -0.34 0.21 -0.13
H -4.23994 2.27449 -0.24105 0.16 0.29 0.16
H -7.02760 3.51773 -0.07324 -0.07 -0.11 0.00
H 3.92101 -1.30449 2.19438 -0.42 0.00 -0.36
H 1.37039 -4.61652 -1.17366 0.11 0.09 0.09
H 2.91238 3.05582 -0.60550 -0.20 -0.19 -0.03
H 1.77984 -2.86794 -4.56300 0.17 -0.18 0.22
H 1.34033 3.26876 1.17123 -0.09 0.00 -0.15
H 3.55113 0.39588 3.79036 -0.05 0.17 -0.05
H -1.25432 -1.73699 6.54284 -0.10 -0.18 -0.56
H 1.66754 -7.10615 -4.83555 0.06 -0.01 -0.03
H -2.25021 4.05030 0.06092 -0.33 -0.12 0.35
H -6.10496 3.04174 -1.50394 -0.10 0.02 0.14
H 2.63786 -0.04165 -0.26494 0.10 0.09 0.34
H 3.25928 1.88478 4.68934 -0.10 -0.09 -0.29
H 0.47343 -3.47618 0.81147 -0.06 -0.03 -0.17
H -6.87621 1.81060 -0.49546 0.12 0.18 -0.03
H 3.86291 1.97147 3.02967 -0.09 -0.04 0.15
H -2.29430 6.30024 -1.32053 -0.13 -0.04 0.21
H 1.12398 0.79532 3.85825 0.40 0.37 -0.26
H 0.03509 2.51236 0.27224 0.35 -0.14 0.15
H -3.39967 3.87798 4.68408 -0.18 0.02 -0.16
H 1.15420 -0.92398 -3.40068 0.13 -0.02 0.16
H -4.84963 3.05402 4.09121 0.04 0.20 -0.03
H 2.29120 -1.87238 1.79420 -0.11 -0.20 0.16
H 4.33964 -3.77721 -5.58237 -0.02 -0.05 0.07
H 1.30247 2.46296 3.31550 0.04 -0.19 0.04


[2]
76
Properties=species:S:1:pos:R:3:forces:R:3 method="wB97M-V/def2-TZVPD" charge=0 fmax_ev_per_a=1.94 lumo_energy_ev=0.024 orbital_gap_ev=6.04 relative_energy_kcal_mol=0.0
Pd -0.11111 -0.05302 0.17558 -0.15 0.48 1.08
Br 0.49678 5.34937 -4.08138 -0.26 -0.13 0.19
P 1.92720 0.64014 -0.72910 -1.75 0.04 0.10
P -0.43171 -2.30732 0.08801 -0.39 0.57 -0.15
N 0.29645 -0.40530 2.71292 0.21 0.34 1.90
N -4.85904 -0.64415 3.45862 -0.28 -0.39 0.86
C -1.68815 2.14654 -2.57812 -0.07 0.25 0.55
C 0.52973 -3.62781 0.90534 -0.23 -0.35 -0.20
C -0.27951 -2.71459 -1.70066 0.03 -0.59 0.36
C 1.56111 1.04756 -2.48490 0.33 -0.15 -0.11
C 2.71482 0.97674 -3.47773 -0.10 0.29 -0.50
C -2.92554 0.75287 3.30097 -0.50 -0.40 -0.05
C -2.12413 -2.91143 0.45229 0.07 -0.67 -0.40
C -3.89672 0.07105 4.04524 0.28 0.38 -0.99
C -1.17259 -1.86875 -2.60092 0.02 0.12 -0.33
C -1.19392 3.12046 -3.43387 0.41 0.36 0.25
C 0.21947 -0.25397 3.86178 0.06 -0.33 -1.89
C -1.91945 1.14618 -0.32278 0.35 0.62 1.33
C -3.97867 -0.11257 1.29275 -0.31 0.02 1.30
C 2.03597 -3.57753 0.72641 0.28 -0.21 0.15
C 4.68113 -0.09868 -0.91281 0.41 -0.26 -0.17
C 2.58656 2.17603 0.01173 0.47 0.24 -0.13
C 3.37687 3.11382 -0.90055 0.39 0.38 0.20
C -4.91163 -0.73072 2.13593 0.81 0.66 -0.61
C -2.92672 0.62384 1.89684 -0.37 -0.60 0.02
C 3.25875 -0.60961 -0.70367 0.44 0.23 -0.07
C -0.15907 4.25116 -1.52708 -0.13 -0.26 0.17
C -1.41933 2.21373 -1.19629 0.42 -0.19 -0.12
C -0.38938 4.13328 -2.89761 -0.15 -0.12 -0.27
C -0.66298 3.27723 -0.66737 -0.33 0.34 -0.91
C 0.08307 -0.07643 5.29272 -0.01 -0.09 0.49
C -1.90076 1.25464 1.08911 0.43 -0.19 -1.81
C -2.41556 -3.16363 1.92729 -0.32 0.09 0.18
H -2.21053 1.40370 3.80660 -0.02 -0.26 -0.22
H -0.49038 3.35611 0.40384 -0.03 0.00 -0.32
H 3.50430 1.70328 -3.24735 -0.14 -0.28 -0.07
H 2.48469 -4.47858 1.16121 -0.01 0.11 -0.09
H -1.00584 -0.79279 -2.45097 0.01 -0.27 0.14
H 1.72477 2.71437 0.42961 0.22 -0.24 -0.11
H -0.95491 -2.08407 -3.65329 -0.09 0.00 0.10
H 1.09087 2.04094 -2.48387 0.21 -0.24 0.05
H -2.60454 0.45127 -0.80998 0.09 0.25 0.24
H 2.76586 3.53021 -1.71262 0.09 -0.24 0.15
H 3.00751 -1.36697 -1.46059 -0.06 0.15 0.16
H -5.73090 -1.30006 1.69437 0.10 0.08 0.23
H -2.20666 -2.27842 2.54303 0.01 -0.11 -0.14
H 0.12758 -4.57176 0.50894 0.11 -0.06 0.18
H 3.19936 1.85853 0.86723 -0.09 0.10 -0.07
H 2.33497 -3.54456 -0.32692 -0.06 0.07 0.16
H -2.83958 -2.19641 0.02762 0.18 -0.11 0.12
H 4.97710 0.60317 -0.12429 -0.05 -0.10 -0.18
H -4.13261 -0.17089 0.21989 0.21 0.00 0.23
H -2.30398 1.32566 -2.96169 0.25 0.32 0.12
H 2.33031 1.22401 -4.47708 0.18 -0.07 0.10
H 0.92940 -0.54760 5.81382 -0.30 0.17 -0.15
H 0.78008 -2.58445 -1.96134 -0.22 0.01 -0.02
H 2.47315 -2.72253 1.25020 -0.13 -0.07 -0.15
H -1.41301 3.09487 -4.49683 0.15 -0.01 0.13
H 3.74062 3.96796 -0.31267 -0.04 -0.08 -0.14
H 4.81503 0.38706 -1.88760 -0.07 -0.07 0.30
H 4.26346 2.62969 -1.33096 -0.29 0.11 0.06
H -3.89458 0.13134 5.13745 -0.15 -0.07 -0.31
H -1.22357 1.96147 1.59405 -0.61 -0.24 -0.34
H -2.23838 -2.06878 -2.44308 0.15 -0.02 0.07
H 0.39783 5.09843 -1.13016 0.00 -0.23 -0.17
H 3.18563 -1.11134 0.26995 -0.02 0.18 -0.28
H -0.51767 -3.78192 -1.79228 0.04 -0.01 -0.33
H 3.14235 -0.03237 -3.53580 -0.01 0.24 0.07
H -1.84730 -4.00827 2.33128 -0.03 0.16 -0.13
H 0.06684 0.99229 5.52803 -0.02 -0.20 0.03
H 0.27793 -3.58313 1.96962 0.05 -0.01 -0.12
H -3.47758 -3.40655 2.05402 0.17 0.07 0.06
H -2.22335 -3.84896 -0.11292 -0.30 -0.05 0.08
H 0.76823 0.35357 -2.79898 0.23 0.15 0.13
H 5.38062 -0.94495 -0.88402 -0.03 0.19 0.06
H -0.85507 -0.54169 5.62588 0.28 0.16 -0.05